Here is the ion C4H9N2O with charge +1 in a non-equilibrium geometry from the OMol25 dataset. Energies are from ωB97M-V/def2-TZVPD.

ORCA input file:
```
! wB97M-V def2-TZVPD RIJCOSX def2/J DEFGRID3
* xyz 1 1
C -1.06785 -0.37129 1.58729
C -0.60394 0.56135 0.42790
N 0.80307 0.50421 0.41109
C -1.20051 -0.03888 -0.83467
N -0.32228 -0.57819 -1.60610
C 1.01838 -0.46528 -1.37848
O 1.76742 0.38035 -2.05280
H -0.36279 -1.19849 1.54858
H -2.08649 -0.68038 1.35637
H -0.96611 0.11936 2.58179
H -1.16657 1.57636 0.74938
H 1.23782 1.40926 0.35714
H 1.22061 0.25860 1.31231
H -2.32914 -0.03057 -0.82051
H 1.46295 -1.48494 -1.22340
H 2.59545 0.03853 -2.41590
*
```

SMILES string: C[C@@H](N)C=[N+]=CO
ΔE to the lowest compared entry with this formula, charge and spin (kJ/mol): 277.9
HOMO level (eV): -15.6
DFT total energy (Eh): -342.2514
Kohn-Sham gap (eV): 11.8

***

Here is a structure of composition C15H47AsF6O8 in a non-equilibrium geometry from the OMol25 dataset. Energies are from ωB97M-V/def2-TZVPD.

ORCA input file:
```
! wB97M-V def2-TZVPD RIJCOSX def2/J DEFGRID3
* xyz 0 1
O 13.97528 -20.08250 -13.43302
H 13.31463 -20.28666 -14.17979
H 14.73631 -20.79149 -13.42126
H 13.52144 -20.14125 -12.58132
As 16.23791 -19.07694 -16.31470
F 17.27768 -17.72096 -16.34258
F 14.91795 -18.14899 -15.68056
F 15.15085 -20.44245 -16.19595
F 17.45738 -20.05082 -17.04371
F 16.83912 -19.54480 -14.74057
F 15.61399 -18.74451 -17.89794
C 18.80969 -24.70360 -16.56221
C 18.16245 -23.40628 -16.11790
C 16.64126 -23.45653 -16.17296
O 18.59920 -23.15042 -14.76936
H 18.57300 -25.01987 -17.57775
H 18.57757 -25.52235 -15.87310
H 19.89887 -24.61089 -16.51109
H 18.53702 -22.63385 -16.79673
H 16.26549 -22.58261 -15.64313
H 16.28889 -24.33732 -15.63510
H 16.42622 -23.45428 -17.24098
H 18.71351 -22.19934 -14.68762
C 12.99780 -14.40608 -16.76614
C 12.14551 -15.44742 -16.04505
C 11.55382 -16.45082 -17.02389
O 13.01320 -16.20346 -15.18171
H 12.32778 -13.73127 -17.31089
H 13.64948 -14.89968 -17.48248
H 13.56990 -13.83203 -16.04211
H 11.36598 -14.98491 -15.43989
H 11.08564 -17.32479 -16.57675
H 12.34393 -16.77346 -17.71034
H 10.84353 -16.01933 -17.74156
H 13.39882 -16.92758 -15.69050
C 12.24439 -20.40891 -17.31914
C 12.13964 -21.55016 -16.32122
C 13.16967 -22.64179 -16.53421
O 12.16982 -21.10551 -14.94612
H 11.98745 -20.78465 -18.30730
H 13.24813 -19.98194 -17.31976
H 11.53832 -19.61886 -17.05262
H 11.15443 -22.00192 -16.49238
H 14.08393 -22.39411 -15.99362
H 13.44325 -22.71809 -17.58534
H 12.81549 -23.62027 -16.20970
H 11.27820 -20.88146 -14.66461
C 13.91096 -16.61919 -19.89428
C 14.89233 -16.94098 -21.00280
C 16.26809 -16.35136 -20.77922
O 14.96560 -18.34908 -21.22041
H 12.91457 -17.00089 -20.11122
H 13.99974 -15.57613 -19.59784
H 14.19606 -17.20270 -19.00431
H 14.51432 -16.46945 -21.91648
H 16.23505 -15.26117 -20.67151
H 16.92698 -16.51520 -21.63376
H 16.77700 -16.74564 -19.89485
H 15.16542 -18.73821 -20.35999
C 21.08900 -18.66843 -17.74740
O 20.73854 -17.31388 -17.92062
H 20.19923 -19.30821 -17.74135
H 21.73393 -18.96008 -18.57306
H 21.62016 -18.86295 -16.80900
H 20.42986 -16.94589 -17.08973
C 19.69836 -20.57810 -12.66130
O 18.28658 -20.74035 -12.77967
H 20.17756 -20.46463 -13.63523
H 19.93241 -19.69890 -12.05669
H 20.07422 -21.46229 -12.15516
H 17.95604 -19.99519 -13.30334
C 15.49883 -23.10643 -12.84012
O 15.76855 -21.74244 -13.08648
H 15.90323 -23.47613 -11.89702
H 14.43086 -23.31524 -12.91310
H 15.91822 -23.76300 -13.60750
H 16.72116 -21.54293 -13.01783
*
```

ΔE to the lowest compared entry with this formula, charge and spin (kJ/mol): 0.0
HOMO level (eV): -9.6
DFT total energy (Eh): -4036.6497
Kohn-Sham gap (eV): 9.2

***

Here is a cluster of 6 separate species, C23H55O12P in total in a non-equilibrium geometry from the OMol25 dataset. Energies are from ωB97M-V/def2-TZVPD.

ORCA input file:
```
! wB97M-V def2-TZVPD RIJCOSX def2/J DEFGRID3
* xyz 0 1
C 5.13775 -3.55147 2.24063
O 4.34256 -2.76211 3.13596
P 2.76034 -2.83627 2.97599
O 2.28933 -3.06076 1.61807
O 2.34973 -3.96532 3.98539
C 2.88959 -3.99720 5.31212
O 2.27246 -1.50653 3.64181
C 2.02518 -0.33143 2.87667
H 4.52859 -4.13141 1.55187
H 5.78775 -4.18332 2.84302
H 5.76178 -2.88203 1.64661
H 3.53101 -4.86536 5.42461
H 2.05937 -3.99362 6.01538
H 3.47967 -3.10437 5.53475
H 0.96843 -0.07794 2.95713
H 2.29962 -0.44018 1.82876
H 2.60219 0.48945 3.30442
C -1.32411 -2.40236 2.51378
C -0.88576 -2.76159 3.93309
C -1.68773 -1.76776 4.79972
O -2.65180 -1.17282 3.93995
C -2.75516 -1.98675 2.76159
H -1.18737 -3.22264 1.81217
H -0.75999 -1.54376 2.14217
H 0.18596 -2.83338 4.06270
H -1.30548 -3.75562 4.11611
H -1.12617 -0.98297 5.30610
H -2.19774 -2.34648 5.58262
H -3.15264 -1.34779 1.97323
H -3.43758 -2.81913 2.96568
C -0.09888 -2.81829 -0.81688
C -0.49119 -1.35930 -0.74688
C -0.51410 -0.96347 -2.22883
O 0.10124 -2.02569 -2.95819
C 0.83316 -2.79144 -2.00228
H -0.92801 -3.49476 -1.05651
H 0.33507 -3.21344 0.10127
H 0.35180 -0.91346 -0.20652
H -1.41593 -1.14409 -0.21559
H 0.02251 -0.01904 -2.38455
H -1.53658 -0.79353 -2.57017
H 1.76380 -2.24628 -1.78021
H 1.12981 -3.79223 -2.31159
C -5.18061 0.49866 -2.92750
O -3.96004 0.44966 -3.62188
C -4.05438 0.80655 -4.98901
C -4.49683 2.22828 -5.29566
O -3.49068 3.19426 -5.22017
C -3.13157 3.52675 -3.89449
H -5.48702 1.52821 -2.70439
H -5.03245 -0.00692 -1.97500
H -5.98641 0.01596 -3.49291
H -4.71060 0.09773 -5.51344
H -3.04517 0.68353 -5.39127
H -5.36755 2.49153 -4.67015
H -4.88983 2.23820 -6.31576
H -2.99337 2.63116 -3.28629
H -3.92206 4.13282 -3.42409
H -2.22984 4.13086 -3.92784
C -2.81442 1.61461 1.38433
O -2.46083 2.93987 1.68507
C -2.12093 3.11103 3.06103
C -1.94993 4.58773 3.28958
O -1.45218 4.87309 4.59257
C -0.04946 4.79362 4.66075
H -3.57024 1.23140 2.08402
H -1.95733 0.93332 1.38709
H -3.29713 1.64959 0.40652
H -1.21338 2.54074 3.29325
H -2.93551 2.68691 3.66000
H -2.88085 5.13728 3.15302
H -1.26308 5.01900 2.54663
H 0.31281 3.84382 4.26259
H 0.23566 4.86121 5.71108
H 0.40134 5.65774 4.15935
C 3.38416 0.46577 -1.27591
O 3.64638 1.29481 -2.39053
C 3.48144 0.61292 -3.61088
C 4.09522 1.46797 -4.70723
O 4.07644 0.70540 -5.89315
C 4.63078 1.37927 -6.98892
H 4.03749 -0.41395 -1.31311
H 2.32144 0.19958 -1.25837
H 3.63402 1.01850 -0.37101
H 2.41592 0.43235 -3.81469
H 3.95945 -0.37596 -3.56919
H 5.12408 1.71913 -4.42701
H 3.48826 2.37610 -4.81009
H 5.59437 1.85693 -6.76043
H 3.97817 2.19508 -7.33533
H 4.77376 0.65574 -7.78636
*
```

SMILES string: COP(=O)(OC)OC.C1CCOC1.C1CCOC1.COCCOC.COCCOC.COCCOC
HOMO level (eV): -9.3
DFT total energy (Eh): -2153.4824
Kohn-Sham gap (eV): 9.7

***

Here is a cluster of 2 separate species, C6H12N in total in a non-equilibrium geometry from the OMol25 dataset. Energies are from ωB97M-V/def2-TZVPD.

ORCA input file:
```
! wB97M-V def2-TZVPD RIJCOSX def2/J DEFGRID3
* xyz 1 1
C 2.37902 -0.91634 1.81470
C 1.97774 -0.39618 0.79476
C -0.17219 -0.94574 -1.64522
C -0.39557 0.02803 -0.73436
C 2.30427 0.79628 -0.05086
C -2.67034 0.47003 0.32459
N -1.31275 -0.17894 0.46023
H 2.37814 -1.57939 2.65559
H 0.03174 -0.69358 -2.71915
H -0.48366 -1.98292 -1.34688
H -0.31701 1.16939 -1.01791
H 3.14706 0.54072 -0.74806
H 2.78283 1.64357 0.39248
H 1.54980 1.24747 -0.76005
H -3.43108 -0.18919 0.64546
H -2.82563 1.36726 0.90732
H -2.81742 0.59412 -0.73030
H -1.45218 -1.13262 0.60976
H -0.67279 0.15804 1.14790
*
```

ΔE to the lowest compared entry with this formula, charge and spin (kJ/mol): 462.2
HOMO level (eV): -13.5
DFT total energy (Eh): -290.1459
Kohn-Sham gap (eV): 10.1

***

Here is a cluster of 4 separate species, C20H22N4OP in total in a non-equilibrium geometry from the OMol25 dataset. Energies are from ωB97M-V/def2-TZVPD.

ORCA input file:
```
! wB97M-V def2-TZVPD RIJCOSX def2/J DEFGRID3
* xyz 1 1
O -0.26079 -0.95699 2.60260
P -0.84219 -0.12782 1.18171
C -2.79033 -0.01133 1.11921
C -3.40121 1.35299 1.68417
C -5.01298 1.59292 1.63868
C -5.75568 0.30541 0.96916
C -4.88303 -0.96346 0.51975
N -3.41734 -1.22999 0.54654
H -0.85980 -0.82643 3.39511
H -0.46042 -0.77157 -0.05494
H -0.33106 1.23800 1.17309
H -2.69819 2.18356 2.12934
H -5.52498 2.57142 2.02705
H -6.92486 0.31024 0.82094
H -5.51673 -1.87623 0.07644
N 0.07975 3.92557 1.87023
C 1.36710 3.57534 1.65715
C 2.42701 4.46637 1.71018
C 2.15231 5.79972 1.99515
C 0.83619 6.19153 2.21748
C -0.15569 5.22662 2.14648
H 1.52977 2.52465 1.43524
H 3.44195 4.12901 1.53312
H 2.95703 6.52752 2.04386
H 0.58909 7.22309 2.44127
H -1.19798 5.48202 2.31590
N 1.20829 -0.32777 -1.73676
C 0.81742 -1.20767 -2.68457
C 0.85807 -0.94419 -4.04438
C 1.32405 0.29852 -4.46034
C 1.73199 1.22667 -3.50785
C 1.65763 0.86969 -2.17109
H 0.45869 -2.16191 -2.30986
H 0.53386 -1.68962 -4.76165
H 1.36922 0.54177 -5.51791
H 2.09953 2.20396 -3.79957
H 1.96776 1.55814 -1.38996
N 2.04294 -4.86205 -1.98273
C 1.77550 -6.13774 -1.62712
C 1.62101 -6.55572 -0.31503
C 1.75216 -5.61032 0.69666
C 2.02935 -4.28880 0.36217
C 2.16291 -3.96642 -0.97878
H 1.68569 -6.83855 -2.45202
H 1.40417 -7.59323 -0.08746
H 1.63909 -5.90071 1.73710
H 2.13802 -3.52838 1.12716
H 2.37569 -2.94779 -1.29091
*
```

HOMO level (eV): -11.6
DFT total energy (Eh): -1410.4490
Kohn-Sham gap (eV): 7.3

***

Among the records above, which one has the lowest HOMO level?
C4H9N2O